Record 1
{
  "formula": "H18O9",
  "method": "wB97M-V/def2-TZVPD",
  "species": ["O", "H", "H", "O", "H", "H", "O", "H", "H", "O", "H", "H", "O", "H", "H", "O", "H", "H", "O", "H", "H", "O", "H", "H", "O", "H", "H"],
  "xyz": [[9.096, -0.611, -27.086], [9.986, -0.359, -27.331], [8.962, -1.459, -27.510], [10.337, -6.300, -28.646], [10.049, -5.413, -28.860], [11.210, -6.185, -28.270], [7.369, -3.156, -25.856], [8.253, -3.458, -25.647], [7.064, -3.757, -26.536], [10.076, -4.515, -25.786], [10.099, -4.617, -24.835], [10.893, -4.909, -26.090], [6.742, -4.972, -27.749], [5.808, -5.120, -27.892], [7.168, -5.745, -28.119], [9.105, -0.753, -30.578], [9.093, -1.681, -30.342], [9.606, -0.720, -31.393], [11.377, -3.393, -29.537], [11.475, -2.477, -29.795], [10.921, -3.359, -28.696], [6.280, -1.228, -28.288], [6.429, -0.465, -28.847], [5.828, -0.878, -27.520], [8.910, -3.077, -28.236], [7.970, -2.950, -28.109], [9.118, -3.859, -27.726]],
  "lowdin_spin": [0.4966, 0.0067, 0.0013, 0.0000, 0.0000, 0.0000, 0.3549, 0.0006, 0.0035, -0.0013, 0.0000, 0.0000, 0.0021, -0.0001, -0.0001, 0.0070, -0.0002, 0.0001, 0.0013, 0.0000, -0.0001, 0.1261, -0.0015, -0.0007, 0.0061, -0.0018, -0.0004],
  "orbital_gap_ev": [11.5264, 4.2310],
  "total_charge": 1,
  "e_above_lowest_kj_mol": 68.09,
  "e_homo_ev": [-14.697, -14.691],
  "spin_multiplicity": 2,
  "lumo_ev": [-3.2, -10.5]
}

---

Record 2
{
  "formula": "C5H6BClN2O3",
  "method": "wB97M-V/def2-TZVPD",
  "species": ["C", "O", "B", "O", "C", "C", "N", "C", "O", "Cl", "C", "N", "H", "H", "H", "H", "H", "H"],
  "xyz": [[2.290, 1.338, 0.022], [2.232, -0.092, 0.070], [1.113, -0.714, -0.400], [1.186, -1.484, -1.513], [-0.267, -0.528, 0.450], [-0.683, -1.849, 0.908], [-0.946, -2.898, 1.291], [-1.417, 0.294, -0.210], [-1.230, 1.634, 0.148], [-1.400, 0.175, -2.000], [-2.748, -0.170, 0.219], [-3.789, -0.520, 0.545], [3.247, 1.639, 0.443], [1.484, 1.788, 0.609], [2.238, 1.686, -1.010], [0.723, -2.328, -1.485], [-0.010, 0.050, 1.341], [-2.024, 1.978, 0.571]],
  "mulliken_charge": [-0.5854, -0.5251, 0.6350, -0.4904, 0.2275, -0.2713, -0.4464, 1.1618, -0.5018, -0.1574, -0.3727, -0.3446, 0.2541, 0.2407, 0.2735, 0.3259, 0.2153, 0.3614],
  "orbital_gap_ev": 11.3298,
  "total_charge": 0,
  "e_above_lowest_kj_mol": 0.00,
  "e_homo_ev": -11.090,
  "spin_multiplicity": 1,
  "smiles": "COB(O)[C@H](C#N)[C@@](O)(Cl)C#N",
  "lumo_ev": 0.2
}

---

Record 3
{
  "formula": "C17H29Cl2FeN2O4",
  "method": "wB97M-V/def2-TZVPD",
  "species": ["O", "C", "C", "C", "H", "C", "H", "C", "H", "C", "H", "C", "H", "H", "C", "C", "H", "H", "H", "C", "C", "H", "H", "H", "H", "Fe", "Cl", "Cl", "H", "H", "C", "C", "N", "H", "C", "O", "H", "H", "H", "H", "H", "H", "C", "C", "N", "H", "C", "O", "H", "H", "H", "H", "O", "H", "H"],
  "xyz": [[5.231, 1.201, -0.227], [6.235, 0.773, 0.325], [7.257, -0.118, -0.310], [7.094, -0.502, -1.655], [6.238, -0.128, -2.225], [8.026, -1.356, -2.254], [7.894, -1.656, -3.297], [9.129, -1.828, -1.522], [9.852, -2.500, -1.992], [9.296, -1.432, -0.188], [10.154, -1.793, 0.380], [8.370, -0.578, 0.413], [8.494, -0.255, 1.448], [6.461, 1.049, 1.382], [1.052, -2.416, 1.610], [-0.162, -1.574, 1.434], [0.896, -3.305, 2.220], [1.845, -1.812, 2.067], [1.405, -2.733, 0.617], [-1.333, -1.620, 2.035], [-1.741, -2.637, 3.095], [-2.133, -0.892, 1.838], [-0.974, -3.407, 3.272], [-2.673, -3.142, 2.805], [-1.956, -2.151, 4.057], [0.662, -0.383, -0.126], [0.487, -1.579, -1.929], [2.408, 0.714, 0.589], [2.929, 2.052, -3.643], [1.426, 1.447, -5.482], [2.328, 1.481, -2.924], [0.832, 0.849, -4.780], [0.976, 1.373, -3.437], [2.340, 1.966, -1.948], [-0.118, 1.657, -2.695], [-0.100, 2.040, -1.524], [-0.225, 0.902, -5.062], [-1.062, 1.503, -3.256], [2.758, 0.478, -2.816], [1.167, -0.195, -4.826], [-2.240, 4.018, 3.202], [-0.243, 5.535, 2.409], [-1.490, 3.233, 3.353], [0.394, 4.660, 2.584], [-0.375, 3.436, 2.445], [-1.928, 2.253, 3.159], [-0.058, 2.493, 1.548], [-0.711, 1.444, 1.414], [1.213, 4.654, 1.856], [0.836, 2.725, 0.942], [-1.137, 3.289, 4.388], [0.810, 4.740, 3.596], [-2.187, -0.104, -0.680], [-2.438, 0.427, 0.109], [-2.342, -1.045, -0.477]],
  "lowdin_spin": [0.0022, 0.0008, 0.0000, 0.0001, 0.0000, 0.0000, 0.0000, 0.0001, 0.0000, 0.0000, 0.0000, 0.0001, 0.0000, 0.0001, 0.0072, 0.0768, 0.0025, 0.0003, -0.0007, 0.0289, 0.0069, 0.0034, 0.0003, 0.0011, 0.0010, 3.6275, 0.1106, 0.0960, 0.0000, 0.0000, 0.0014, 0.0009, 0.0001, 0.0006, 0.0002, 0.0033, 0.0001, 0.0001, 0.0000, 0.0008, 0.0000, 0.0000, 0.0001, 0.0001, 0.0006, 0.0001, 0.0014, 0.0153, 0.0000, 0.0004, 0.0000, 0.0000, 0.0089, 0.0001, 0.0002],
  "orbital_gap_ev": [5.0618, 5.4852],
  "total_charge": -1,
  "e_homo_ev": [-2.865, -3.289],
  "spin_multiplicity": 5,
  "lumo_ev": [2.2, 2.2]
}

---

Record 4
{
  "formula": "C14H36ClIO4P3Yb",
  "method": "wB97M-V/def2-TZVPD",
  "species": ["C", "C", "H", "H", "H", "O", "I", "Yb", "P", "C", "C", "H", "H", "H", "H", "H", "H", "C", "H", "H", "H", "P", "C", "C", "H", "H", "H", "C", "H", "H", "H", "H", "H", "H", "Cl", "C", "C", "O", "P", "O", "C", "C", "O", "C", "C", "H", "H", "H", "H", "H", "H", "H", "H", "H", "H", "H", "H", "H", "H", "H"],
  "xyz": [[0.135, 0.907, -7.944], [0.138, 1.425, -6.541], [0.138, 1.708, -8.698], [-0.760, 0.287, -8.069], [1.024, 0.279, -8.071], [0.145, 2.537, -6.101], [0.127, -0.390, -5.112], [0.128, 0.438, -2.270], [2.523, 0.003, -0.626], [3.709, 1.056, 0.282], [3.241, -1.604, -0.119], [4.327, -1.564, -0.267], [4.296, -0.113, -2.250], [2.796, -2.405, -0.717], [2.747, -0.573, -3.016], [3.491, 0.983, 1.357], [3.010, -1.769, 0.941], [3.228, 0.133, -2.322], [4.723, 0.681, 0.076], [3.136, 1.164, -2.699], [3.617, 2.099, -0.051], [-2.278, 0.063, -0.639], [-3.474, 1.137, 0.233], [-2.970, 0.162, -2.339], [-2.535, -2.351, -0.686], [-4.080, -1.516, -0.273], [-2.774, -1.674, 0.954], [-2.996, -1.541, -0.112], [-2.492, -0.562, -3.017], [-4.038, -0.078, -2.256], [-4.493, 0.805, -0.013], [-3.334, 2.180, -0.082], [-2.874, 1.184, -2.737], [-3.302, 1.048, 1.316], [0.136, -1.928, -1.449], [1.446, -3.670, 3.381], [0.508, -2.829, 2.540], [0.958, -1.459, 2.561], [0.084, -0.228, 1.915], [-1.299, -0.152, 2.809], [-1.467, 0.708, 3.983], [-2.730, 0.251, 4.674], [1.009, 0.936, 2.567], [0.830, 2.374, 2.315], [0.235, 2.721, 0.970], [2.505, -3.477, 3.168], [1.215, -4.719, 3.170], [1.266, -3.491, 4.448], [0.455, -3.198, 1.502], [-0.502, -2.878, 2.971], [-0.580, 0.584, 4.627], [-1.554, 1.766, 3.678], [-2.599, -0.758, 5.073], [-2.968, 0.912, 5.513], [-3.599, 0.250, 4.010], [0.234, 2.794, 3.141], [1.839, 2.804, 2.388], [-0.769, 2.292, 0.824], [0.163, 3.818, 0.945], [0.904, 2.436, 0.144]],
  "lowdin_spin": [0.0000, 0.0000, 0.0000, 0.0000, 0.0000, 0.0001, 0.0002, 0.0308, 0.0419, 0.0046, 0.0011, 0.0006, 0.0026, 0.0001, 0.0001, 0.0001, -0.0001, 0.0124, 0.0012, 0.0001, 0.0000, 0.0866, 0.0083, 0.0261, 0.0000, 0.0004, 0.0005, 0.0011, 0.0001, 0.0050, 0.0022, 0.0001, 0.0001, -0.0001, 0.0124, 0.0050, 0.0079, 0.1691, 0.3357, 0.1014, 0.0137, 0.0066, 0.1035, 0.0031, 0.0034, 0.0002, 0.0009, -0.0001, 0.0025, 0.0013, 0.0021, 0.0005, -0.0001, 0.0022, 0.0004, 0.0010, 0.0001, 0.0011, -0.0004, 0.0005],
  "orbital_gap_ev": [8.4191, 4.7339],
  "total_charge": 2,
  "e_homo_ev": [-14.326, -14.183],
  "spin_multiplicity": 2,
  "lumo_ev": [-5.9, -9.4]
}

---

Record 5
{
  "formula": "C8H20Br4N4O8",
  "method": "wB97M-V/def2-TZVPD",
  "species": ["C", "N", "O", "O", "H", "H", "H", "C", "N", "O", "O", "H", "H", "H", "C", "N", "O", "O", "H", "H", "H", "C", "N", "O", "O", "H", "H", "H", "Br", "C", "C", "Br", "H", "H", "H", "H", "Br", "C", "C", "Br", "H", "H", "H", "H"],
  "xyz": [[0.257, -4.809, -1.433], [1.279, -3.873, -0.889], [2.441, -4.189, -0.999], [0.881, -2.820, -0.423], [-0.600, -4.772, -0.770], [0.710, -5.791, -1.484], [0.014, -4.449, -2.428], [-1.958, 3.547, 2.917], [-1.158, 4.375, 3.866], [-1.133, 4.051, 5.034], [-0.589, 5.343, 3.404], [-2.538, 4.214, 2.293], [-2.523, 2.805, 3.464], [-1.231, 3.037, 2.288], [-1.270, -0.087, -0.865], [-1.388, 0.774, 0.331], [-0.722, 0.493, 1.303], [-2.169, 1.710, 0.283], [-1.994, -0.895, -0.781], [-0.284, -0.539, -0.872], [-1.445, 0.527, -1.740], [-1.397, 4.181, -2.482], [-1.600, 2.835, -3.074], [-2.743, 2.434, -3.132], [-0.622, 2.232, -3.453], [-1.952, 4.207, -1.551], [-1.780, 4.895, -3.204], [-0.338, 4.325, -2.310], [4.203, -2.153, -4.006], [2.879, -1.270, -2.901], [3.581, -0.459, -1.834], [2.249, 0.661, -0.952], [2.265, -2.039, -2.449], [2.279, -0.637, -3.545], [4.310, 0.220, -2.264], [4.044, -1.064, -1.064], [1.790, -1.833, 4.640], [0.698, -1.892, 3.018], [-0.732, -2.239, 3.378], [-1.578, -3.168, 1.898], [1.151, -2.671, 2.413], [0.818, -0.945, 2.508], [-1.335, -1.370, 3.628], [-0.771, -2.901, 4.237]],
  "mulliken_charge": [-0.7200, 0.7218, -0.4913, -0.2885, 0.1831, 0.3310, 0.3043, -0.5442, 0.9088, -0.5380, -0.5461, 0.2745, 0.2911, 0.1501, -0.2574, 0.8831, -0.4379, -0.5447, 0.2963, -0.0513, 0.0652, -0.7816, 0.8708, -0.4968, -0.4986, 0.2932, 0.2977, 0.3140, -0.1550, -0.1676, -0.5658, -0.1405, -0.1714, 0.4406, 0.4400, 0.3344, -0.1633, -0.3578, -0.5289, -0.2111, 0.2284, 0.2274, 0.3212, 0.4811],
  "orbital_gap_ev": 10.0063,
  "total_charge": 0,
  "e_above_lowest_kj_mol": 0.00,
  "e_homo_ev": -10.234,
  "spin_multiplicity": 1,
  "smiles": "C[N+](=O)[O-].C[N+](=O)[O-].C[N+](=O)[O-].C[N+](=O)[O-].BrCCBr.BrCCBr",
  "lumo_ev": -0.2
}

---

Record 6
{
  "formula": "C3H6N2O2S",
  "method": "wB97M-V/def2-TZVPD",
  "species": ["H", "N", "C", "N", "O", "C", "S", "O", "C", "H", "H", "H", "H", "H"],
  "xyz": [[-1.755, 1.124, 1.598], [-0.868, 1.586, 1.933], [0.077, 0.973, 1.268], [1.442, 1.154, 1.298], [-0.151, -0.105, 0.233], [-1.254, -0.558, -0.291], [-2.735, -0.719, 0.296], [-0.967, -1.124, -1.475], [0.417, -1.137, -1.947], [2.012, 0.308, 1.346], [1.594, 2.081, 1.930], [0.957, -1.679, -1.148], [0.396, -1.766, -2.879], [0.836, -0.138, -2.161]],
  "mulliken_charge": [0.2026, -0.6078, 0.4973, -0.4651, -0.2606, 0.5921, -0.3966, -0.3187, -0.5508, 0.2416, 0.3093, 0.2613, 0.2401, 0.2554],
  "orbital_gap_ev": 9.5006,
  "total_charge": 0,
  "e_above_lowest_kj_mol": 259.95,
  "e_homo_ev": -8.990,
  "spin_multiplicity": 1,
  "smiles": "[H]/N=C(/N)OC(=S)OC",
  "lumo_ev": 0.5
}

---

Record 7
{
  "formula": "C5H17AlBrN6O4S",
  "method": "wB97M-V/def2-TZVPD",
  "species": ["O", "C", "Br", "C", "Al", "S", "H", "H", "H", "H", "H", "C", "O", "N", "N", "H", "H", "H", "H", "C", "O", "N", "N", "H", "H", "H", "H", "C", "O", "N", "N", "H", "H", "H", "H"],
  "xyz": [[0.165, -0.786, -4.415], [-0.032, -1.860, -3.911], [-1.811, -2.688, -4.094], [0.947, -2.630, -3.183], [1.631, -4.192, -4.368], [2.935, -3.171, -5.984], [0.559, -3.064, -2.272], [1.805, -1.993, -3.029], [2.492, -5.236, -3.509], [0.434, -4.943, -5.128], [2.072, -2.233, -6.389], [-0.714, 0.476, -0.318], [-1.427, -0.444, 0.081], [-0.327, 1.500, 0.501], [-0.258, 0.539, -1.596], [0.247, 2.262, 0.203], [-0.645, 1.493, 1.450], [-0.504, -0.194, -2.237], [0.322, 1.282, -1.933], [1.200, 4.056, 2.747], [0.199, 3.636, 2.191], [2.209, 3.227, 3.149], [1.389, 5.386, 3.007], [3.041, 3.545, 3.607], [2.096, 2.246, 2.971], [0.663, 6.014, 2.722], [2.202, 5.752, 3.461], [-2.833, -0.903, 3.757], [-3.343, -0.706, 4.853], [-2.319, -2.119, 3.395], [-2.726, 0.057, 2.798], [-1.903, -2.293, 2.498], [-2.375, -2.860, 4.065], [-3.090, 0.965, 3.010], [-2.300, -0.121, 1.900]],
  "mulliken_charge": [-0.5312, 0.0172, -0.2061, -0.4722, 0.3352, -0.4848, 0.4401, 0.2786, -0.2391, -0.2321, 0.0667, 0.7352, -0.7578, -0.2153, -0.2945, 0.1439, 0.1471, 0.1263, 0.1268, 0.6305, -0.6376, -0.3553, -0.4293, 0.1645, 0.2285, 0.2195, 0.1473, 0.5136, -0.6899, -0.3340, -0.2550, 0.1996, 0.1954, 0.1691, 0.2490],
  "orbital_gap_ev": 6.6970,
  "total_charge": -1,
  "e_homo_ev": -4.964,
  "spin_multiplicity": 1,
  "lumo_ev": 1.7
}